No. 1
DFT (wB97M-V/def2-TZVPD) results for a structure of composition C43H48BN7PSe2V in a non-equilibrium geometry.

Last column: Mulliken spin population.
CARTESIAN COORDINATES (ANGSTROEM)
V1 0.14746 -0.28554 -0.64347  1.936
C1 1.48183 2.92508 2.21400  0.004
C2 0.24623 3.22424 3.05875  -0.002
C3 0.54892 3.00835 4.54499  0.000
C4 -0.96726 2.42209 2.64776  0.004
C5 -2.22707 2.43396 3.30318  0.004
C6 -3.01969 1.60483 2.54668  -0.001
N1 -2.25767 1.12435 1.54493  0.011
N2 -0.99498 1.61762 1.59372  0.028
B1 -2.70882 0.26493 0.37194  -0.062
N3 -2.12248 -1.17898 0.44859  -0.061
C7 -2.83020 -2.31279 0.36180  0.026
C8 -2.07006 -3.33835 0.87997  -0.013
C9 -0.86325 -2.73662 1.28871  0.021
N4 -0.89117 -1.42744 1.01471  0.091
C10 0.25105 -3.35447 2.09476  0.004
C11 -0.34408 -4.17741 3.24461  0.001
C12 1.21065 -4.20443 1.26158  0.004
N5 -2.30269 1.08421 -0.92238  -0.018
C13 -3.13962 1.99160 -1.41654  0.016
C14 -2.49026 2.71266 -2.38906  0.001
C15 -1.20121 2.17407 -2.46275  0.045
N6 -1.06843 1.19498 -1.53558  -0.017
C16 -0.18035 2.62038 -3.49240  -0.018
C17 -0.90517 3.19446 -4.71446  0.001
C18 0.78995 1.53640 -3.95043  0.037
H1 2.28815 3.62049 2.46719  0.000
H2 1.84180 1.90858 2.38256  -0.005
H3 1.27350 3.01731 1.14582  0.004
H4 -0.01646 4.27527 2.92019  0.000
H5 0.72584 1.94532 4.74003  0.000
H6 1.44857 3.56223 4.83349  0.000
H7 -0.26969 3.33740 5.19021  0.000
H8 -2.51083 2.99777 4.18022  0.000
H9 -4.06046 1.31909 2.63944  0.000
H10 -3.91280 0.16798 0.36864  0.001
H11 -3.83321 -2.30348 -0.04084  0.001
H12 -2.35640 -4.37622 0.98245  0.000
H13 0.81571 -2.53206 2.51948  -0.003
H14 -0.82042 -5.09136 2.87102  0.000
H15 0.44586 -4.47490 3.94003  0.000
H16 -1.09409 -3.60851 3.80024  0.000
H17 0.66742 -4.96256 0.68579  0.000
H18 1.79010 -3.58124 0.57778  0.000
H19 1.92266 -4.71744 1.91653  0.000
H20 -4.14862 2.06222 -1.03488  0.001
H21 -2.90300 3.51416 -2.98020  0.001
H22 0.39223 3.44126 -3.05111  0.001
H23 -1.56820 2.44248 -5.15784  0.000
H24 -1.50098 4.07982 -4.48201  0.000
H25 -0.16715 3.48347 -5.46601  0.000
H26 0.28295 0.57667 -4.08737  0.002
H27 1.23229 1.82219 -4.90921  0.000
H28 1.60362 1.37430 -3.25852  -0.019
Se1 2.09451 -0.31422 1.61165  -0.010
P1 3.35317 0.24098 0.00557  0.011
Se2 2.44768 -0.50007 -1.80957  0.003
C19 3.53605 2.04637 -0.09317  -0.018
C20 2.76584 2.82160 -0.95109  0.046
C21 2.88991 4.20717 -0.95407  0.007
C22 3.78874 4.82641 -0.09676  0.000
C23 4.55477 4.05791 0.77337  0.001
C24 4.42611 2.67615 0.77940  -0.002
C25 5.06862 -0.33524 0.09014  0.004
C26 5.95567 0.01693 -0.93046  -0.001
C27 7.28165 -0.38205 -0.86567  0.001
C28 7.73067 -1.13857 0.21539  0.000
C29 6.84870 -1.50114 1.22282  0.000
C30 5.51429 -1.09811 1.16180  -0.001
H29 2.05948 2.34745 -1.61215  -0.030
H30 2.27390 4.80185 -1.61928  0.000
H31 3.89094 5.90621 -0.10193  0.000
H32 5.25064 4.53703 1.45140  0.000
H33 5.01438 2.08356 1.47192  0.000
H34 5.60241 0.59796 -1.77660  0.000
H35 7.96743 -0.10754 -1.65856  0.000
H36 8.77141 -1.44066 0.26962  0.000
H37 7.19415 -2.10133 2.05739  0.000
H38 4.81501 -1.36945 1.94446  -0.001
N7 -0.40292 -1.46412 -1.76013  -0.336
C31 -0.90350 -2.32574 -2.55618  0.078
C32 -2.32622 -2.14906 -2.99667  0.056
C33 -2.76778 -0.90754 -3.43792  0.014
C34 -4.09708 -0.72227 -3.79819  -0.007
C35 -4.99188 -1.78012 -3.71332  0.015
C36 -4.55335 -3.02717 -3.27478  -0.009
C37 -3.22352 -3.21364 -2.92436  0.021
C38 -0.09143 -3.48352 -3.04819  0.026
C39 1.00626 -3.90872 -2.31039  0.025
C40 1.77063 -4.98186 -2.74034  -0.021
C41 1.45112 -5.62835 -3.92841  0.030
C42 0.37225 -5.19178 -4.68687  -0.018
C43 -0.40324 -4.12508 -4.24514  0.035
H39 -2.06785 -0.08321 -3.49591  0.016
H40 -4.43009 0.25149 -4.14184  0.000
H41 -6.03028 -1.63600 -3.98927  0.001
H42 -5.25012 -3.85403 -3.20360  0.000
H43 -2.87725 -4.18324 -2.57783  -0.001
H44 1.25609 -3.38371 -1.40341  0.038
H45 2.61573 -5.31193 -2.14762  -0.001
H46 2.04486 -6.47070 -4.26483  0.002
H47 0.13397 -5.67943 -5.62414  0.000
H48 -1.24427 -3.78338 -4.83853  0.003

Values from the calculation:
Highest occupied orbital energy (alpha / beta) ... -7.53 / -7.64 eV
LUMO (alpha / beta) ... 0.312 / -0.251 eV
Frontier orbital gap (alpha / beta) ... 7.85 / 7.38 eV
2S+1 ... 3

No. 2
DFT (wB97M-V/def2-TZVPD) results for a structure of composition C2H3Br3Cl3.

Last column: Löwdin charge in e.
CARTESIAN COORDINATES (ANGSTROEM)
Cl1 1.08381 -1.93166 1.08904  -0.587
C1 1.08987 -0.44773 -2.15685  -1.067
Cl2 0.20377 0.87647 -2.95435  0.431
Cl3 2.76812 -0.58121 -2.67028  0.480
H1 1.08195 -0.23075 -1.09170  -0.064
H2 0.60833 -1.40619 -2.30481  0.024
C2 -1.26699 0.61770 2.00845  -1.573
Br1 -0.64032 2.12375 3.11118  0.477
Br2 -1.53796 1.26437 0.20233  0.521
Br3 -2.89108 -0.12481 2.80423  0.499
H3 -0.49949 -0.15995 1.96278  -0.142

Values from the calculation:
Highest occupied orbital energy ... -4.66 eV
LUMO ... 2.624 eV
Frontier orbital gap ... 7.28 eV
Total charge ... -1

No. 3
DFT (wB97M-V/def2-TZVPD) results for a cluster of 2 separate species, C3H7ClN3 in total in a non-equilibrium geometry.

Last column: Löwdin charge in e.
CARTESIAN COORDINATES (ANGSTROEM)
C1 0.87560 -1.87015 -2.73239  -0.826
C2 -0.52217 0.68986 -0.23569  -0.142
C3 0.13034 -0.13281 2.02987  -0.075
N1 0.26338 -1.05067 -2.22347  0.100
N2 -0.41820 1.99065 -0.38975  0.222
N3 -0.52728 -0.21989 0.76687  0.036
Cl1 1.32982 -3.35239 -2.89635  0.873
H1 -0.40932 -0.84090 2.73687  0.121
H2 0.08573 0.83342 2.54904  0.097
H3 1.18463 -0.47927 2.01643  0.108
H4 -1.05644 0.57568 -0.90356  0.002
H5 -0.23134 2.27819 -1.36367  0.164
H6 -0.31648 2.78680 0.22584  0.143
H7 -0.38828 -1.20852 0.41994  0.178

Values from the calculation:
Highest occupied orbital energy ... -15.03 eV
LUMO ... -3.847 eV
Frontier orbital gap ... 11.18 eV
Total charge ... +1

No. 4
DFT (wB97M-V/def2-TZVPD) results for a structure of composition C44H36BrIrN5O2P2S.

Last column: Mulliken spin population.
CARTESIAN COORDINATES (ANGSTROEM)
Ir1 0.29184 0.23474 0.09040  1.141
N1 5.44158 -5.12756 0.71358  0.000
C1 4.69660 -4.21844 0.00268  0.000
C2 3.29686 -4.26477 0.03296  0.009
C3 2.55345 -3.32381 -0.64792  0.023
C4 3.18609 -2.31633 -1.36599  -0.007
C5 4.57485 -2.27000 -1.42006  -0.001
C6 5.32256 -3.20915 -0.74088  0.000
S1 2.23884 -1.10461 -2.20007  0.023
O1 2.98133 -0.63211 -3.32941  0.001
O2 0.90606 -1.62128 -2.39584  0.009
N2 2.01038 0.12712 -1.12020  0.136
C7 3.02425 0.93157 -0.67392  0.002
N3 2.59633 1.83218 0.23281  0.075
C8 3.50828 2.65874 0.73172  0.003
C9 4.83307 2.62111 0.33668  0.009
C10 5.16360 1.64057 -0.58805  -0.002
N4 4.28024 0.78801 -1.08903  0.007
H1 4.99181 -5.97986 0.99903  0.000
H2 6.40963 -5.23311 0.46335  0.000
H3 2.79744 -5.05416 0.58135  0.000
H4 1.47308 -3.38798 -0.64619  -0.014
H5 5.05520 -1.50062 -2.00642  0.000
H6 6.40368 -3.17369 -0.79139  0.000
H7 3.15969 3.37418 1.47012  0.000
H8 5.56862 3.30419 0.73231  0.001
H9 6.18519 1.52840 -0.93539  -0.001
N5 -2.05709 1.79135 -0.83835  0.030
P1 -1.16009 0.53444 -1.60438  -0.035
C11 -0.91126 1.16729 -3.25921  0.006
C12 0.32267 1.25481 -3.88663  -0.012
C13 0.40114 1.77343 -5.17196  -0.001
C14 -0.74238 2.19631 -5.83167  0.002
C15 -1.97888 2.11126 -5.20462  0.000
C16 -2.06440 1.60380 -3.92015  0.007
C17 -1.98201 -1.04490 -1.63727  0.200
C18 -2.82392 -1.50188 -2.61327  -0.062
C19 -3.35328 -2.79646 -2.55712  0.361
C20 -3.02625 -3.64391 -1.47340  -0.096
C21 -2.19055 -3.24357 -0.48459  0.333
C22 -1.48191 -1.92922 -0.52327  -0.008
P2 -1.01665 2.25319 0.44458  0.202
C23 -1.08572 4.05722 0.44720  0.120
C24 -2.30923 4.71824 0.56174  0.003
C25 -2.34275 6.10110 0.57271  0.003
C26 -1.15891 6.82565 0.48205  -0.001
C27 0.05713 6.17051 0.37447  0.010
C28 0.09608 4.78242 0.35398  0.050
C29 -1.64077 1.67364 2.03981  0.295
C30 -2.78943 0.71974 2.16493  -0.065
C31 -2.96872 0.26028 3.57922  0.320
C32 -2.14858 0.62138 4.59950  -0.111
C33 -1.05195 1.47398 4.38563  0.405
C34 -0.82823 1.97979 3.08996  -0.019
H10 -2.52238 2.50520 -1.38446  0.005
H11 1.23086 0.92682 -3.40294  0.003
H12 1.36730 1.83854 -5.65363  0.000
H13 -0.67334 2.59355 -6.83544  0.000
H14 -2.87514 2.43798 -5.71483  0.000
H15 -3.03980 1.54109 -3.44743  0.004
H16 -3.08656 -0.86346 -3.44803  0.013
H17 -4.01419 -3.14051 -3.33958  0.009
H18 -3.45084 -4.63900 -1.43689  0.003
H19 -1.92884 -3.93030 0.30966  0.023
H20 -0.45096 -2.19522 -0.80874  0.145
H21 -3.23355 4.15841 0.65411  0.003
H22 -3.28943 6.61738 0.65987  0.000
H23 -1.18939 7.90698 0.49572  0.000
H24 0.97553 6.73722 0.29997  0.000
H25 1.04003 4.26023 0.24876  0.003
H26 -3.71872 1.24379 1.88097  0.076
H27 -3.81733 -0.37675 3.78193  -0.002
H28 -2.34831 0.25013 5.59676  0.006
H29 -0.38940 1.74640 5.19411  0.011
H30 0.03436 2.62315 2.93577  0.011
Br1 1.70020 -0.71677 1.97699  0.023
C35 0.34512 -1.93426 2.57319  -0.012
C36 0.68975 -2.76036 3.63116  0.007
C37 -0.27954 -3.59410 4.15870  -0.006
C38 -1.56519 -3.55407 3.64572  0.007
C39 -1.89153 -2.70562 2.59493  -0.048
C40 -3.27901 -2.60139 2.14188  0.032
C41 -3.67559 -1.53710 1.45223  0.014
C42 -2.70833 -0.44334 1.09145  0.088
C43 -1.31488 -1.05459 0.78248  0.148
C44 -0.90944 -1.88922 1.98913  0.116
H31 1.69208 -2.74243 4.03596  0.000
H32 -0.03712 -4.25272 4.98133  0.000
H33 -2.33916 -4.17722 4.07620  0.000
H34 -3.97117 -3.38485 2.42600  0.002
H35 -4.71287 -1.42884 1.15578  0.001
H36 -3.07781 0.00200 0.17505  -0.035

Values from the calculation:
Highest occupied orbital energy (alpha / beta) ... -9.13 / -10.21 eV
LUMO (alpha / beta) ... -2.102 / -4.084 eV
Frontier orbital gap (alpha / beta) ... 7.03 / 6.13 eV
2S+1 ... 5
Total charge ... +1

Short version: energy above the lowest of the compared OMol25 structures with the same formula, charge and spin = 0.000, 0.105, 3.821, 0.928 eV, in the order given.
Short version: molar mass = 913.56, 373.12, 120.56, 1032.94 g mol⁻¹, in the order given.